A 2-piece molecular cluster, C6H12O overall. Source: the OMol25 dataset; level of theory: ωB97M-V/def2-TZVPD.

Output
Energy above the lowest of the compared OMol25 structures with the same formula, charge and spin = 158.0 kJ/mol
Electronic energy = -310.9434 Eh
Net charge = -1
⟨S²⟩ = 0.7504
HOMO level (alpha / beta) = 0.0433 / -0.2182 Eh
Spin multiplicity = 2

```
19
Properties=species:S:1:pos:R:3:forces:R:3
C -2.731481 0.662450 -0.244006 -0.5 -0.9 0.3
C -1.441059 0.979165 0.522963 -0.8 -0.6 -1.9
C -0.411707 -0.098251 0.250895 1.6 1.2 0.8
C -0.271083 -0.863273 -0.817454 -1.0 -0.8 -0.3
C 1.669941 0.959497 1.133815 0.8 0.1 0.1
C 0.746253 0.016572 1.209788 -0.6 -1.0 -0.5
H -2.537283 0.442000 -1.291855 0.2 0.4 -0.1
H -3.559723 1.373227 -0.197269 0.3 0.3 0.2
H -3.129917 -0.294909 0.117383 -0.1 0.1 0.1
H -1.594913 1.120462 1.585141 0.0 0.1 0.1
H -1.040807 1.876659 0.064549 0.3 0.5 0.4
H 0.474540 -1.636956 -0.956788 0.5 0.5 0.2
H -1.025678 -0.870923 -1.589223 -0.2 0.0 -0.1
H 2.514550 0.999647 1.815398 -0.1 -0.2 0.1
H 1.764699 1.664185 0.312879 -0.5 0.1 0.1
H 0.816796 -0.846567 1.862600 0.2 0.3 0.5
H 3.327158 -1.864085 -2.050580 0.1 0.2 0.0
H 3.390101 -1.473155 -0.560517 0.1 0.2 -0.1
O 3.039620 -2.145737 -1.167710 -0.3 -0.4 0.0
```
Positions in Å, forces in eV/Å.

***

C19H26BN7Re as an isolated structure. Source: the OMol25 dataset; level of theory: ωB97M-V/def2-TZVPD.

Output
Electronic energy = -1225.3886 Eh
Net charge = +2
⟨S²⟩ = 3.7780
HOMO level (alpha / beta) = -0.5189 / -0.5201 Eh
Spin multiplicity = 4

```
54
Properties=species:S:1:pos:R:3:forces:R:3
H -1.590293 -2.167651 -1.962415 0.2 -0.1 -0.3
N 0.063262 -0.822620 -2.057225 1.1 -1.0 -1.5
B 2.150518 0.463887 -2.762402 -0.3 0.1 -0.1
N 1.091406 -0.641263 -3.004596 -1.1 -0.6 0.4
C 0.950884 -1.545650 -3.992277 -0.4 0.9 0.8
Re 0.272686 0.162078 -0.285325 -2.8 0.7 0.6
H 1.641997 -1.519557 -4.830738 -0.3 -0.1 0.2
C -0.184302 -2.315739 -3.731744 -0.5 -0.2 0.1
H -0.619227 -3.075349 -4.379251 0.3 0.2 0.3
C -0.713630 -1.867025 -2.524768 1.1 1.1 0.0
H 2.866091 0.612041 -3.713976 -0.1 -0.1 0.3
C 0.715698 0.251967 3.007839 0.3 0.0 0.1
H -0.049401 -0.396940 3.466456 0.2 0.2 -0.6
H 0.530591 1.288891 3.342711 0.1 -0.5 -0.5
H 1.701569 -0.059609 3.374464 -0.2 0.1 -0.2
N 2.924351 0.042528 -1.507066 0.3 -0.3 1.7
N 1.410697 1.779292 -2.402771 -0.9 0.2 1.1
N 2.278931 0.000605 -0.233335 3.0 -0.9 -1.7
N 0.358112 1.795966 -1.443056 1.4 1.7 -1.1
C 4.158440 -0.465439 -1.404439 -1.3 0.3 0.7
C 1.781563 3.034414 -2.666356 -0.5 -0.7 0.1
H 4.790037 -0.500929 -2.271794 0.2 -0.1 -0.1
H 2.598948 3.187380 -3.367470 -0.3 0.2 0.2
C 4.361219 -0.870367 -0.087716 -0.1 -0.1 0.8
C 0.959656 3.904259 -1.952146 -0.4 0.5 0.2
C 3.207245 -0.552722 0.630720 -0.1 0.2 -1.8
C 0.077894 3.131962 -1.214327 0.9 -1.1 -0.5
H 5.236161 -1.370621 0.300209 0.0 0.2 0.0
H 0.985238 4.983888 -1.966951 0.0 -0.1 -0.1
H 2.955277 -0.687802 1.668948 0.1 0.0 0.0
H -0.707199 3.409343 -0.523619 0.1 0.0 -0.2
H 0.682557 0.168742 1.851027 0.2 0.1 1.8
C -0.508763 -2.502798 0.981626 -0.9 -0.2 0.8
N -1.754244 -2.132293 1.548526 0.6 0.1 -0.9
C -2.122713 -2.494536 2.886455 0.1 0.2 0.9
C -2.620512 -1.306603 0.732946 -0.4 -1.0 -0.3
C -2.544638 0.157652 1.052377 0.1 0.5 0.0
C -3.679936 0.739792 1.623165 0.2 -0.1 -0.1
C -3.628089 2.024013 2.158500 0.1 0.1 -0.4
C -2.403147 2.706585 2.180950 0.4 -0.2 -0.3
C -1.275466 2.151148 1.554231 -0.4 -0.2 -0.3
C -1.348584 0.904152 0.843455 -0.7 0.1 0.6
H 0.267064 -2.707349 1.736033 -0.2 0.0 -0.3
H -0.137863 -1.613306 0.323230 0.2 -0.7 0.2
H -0.632511 -3.368977 0.299276 0.6 0.7 -0.3
H -1.847726 -1.713443 3.621997 -0.2 -0.3 -0.1
H -3.212797 -2.645515 2.951133 0.4 0.0 -0.1
H -1.619135 -3.428587 3.187802 -0.3 0.3 -0.2
H -2.373434 -1.479027 -0.330209 -0.2 0.0 0.4
H -3.645640 -1.673143 0.897032 0.2 0.3 -0.3
H -4.608201 0.148372 1.601364 0.4 0.4 0.3
H -4.543128 2.501254 2.512731 0.4 -0.2 0.1
H -2.325738 3.691079 2.650714 0.0 -0.4 -0.1
H -0.321777 2.683572 1.630057 -0.4 0.0 -0.2
```
Positions in Å, forces in eV/Å.

***

A 3-piece molecular cluster, C2H13N2O2 overall. Source: the OMol25 dataset; level of theory: ωB97M-V/def2-TZVPD.

Output
Energy above the lowest of the compared OMol25 structures with the same formula, charge and spin = 28.6 kJ/mol
Electronic energy = -343.7656 Eh
Net charge = +1
HOMO level = -0.5112 Eh

```
19
Properties=species:S:1:pos:R:3:forces:R:3
C 0.444688 -1.606841 -1.404923 0.3 -0.7 -0.6
N 1.427844 -2.359648 -0.618725 -0.3 0.0 0.0
C 0.395977 -0.217493 -0.828366 -0.2 0.6 0.3
N -0.254308 -0.370651 0.512177 0.9 -0.1 0.5
H -0.506097 -2.126796 -1.293741 -0.3 0.2 0.1
H 0.611503 -1.628059 -2.487070 0.2 0.4 0.1
H 1.281686 -3.355957 -0.714199 0.0 0.0 0.0
H 2.371245 -2.165505 -0.926958 0.1 0.0 0.0
H -0.155817 0.548087 -1.376717 0.0 -0.3 -0.1
H 1.391909 0.171345 -0.627780 0.1 0.0 -0.2
H -0.030969 0.379751 1.173971 -0.3 0.3 -0.4
H -1.266860 -0.457632 0.411769 -0.1 0.1 0.5
H 0.188963 -1.206540 0.921277 -0.3 -0.2 -0.1
H 1.981857 3.123276 1.414636 0.0 -0.2 0.1
H 0.611414 3.666993 1.155261 -0.2 -0.2 0.0
O 1.066130 2.832247 1.327124 0.0 0.2 -0.2
H -3.099551 1.037437 -0.252479 -0.2 0.1 0.1
H -3.202888 1.514420 1.202417 0.0 -0.1 0.0
O -2.742959 0.889242 0.630243 0.1 0.0 -0.2
```
Positions in Å, forces in eV/Å.

***

A 12-piece molecular cluster, C5H35N2O12 overall. Source: the OMol25 dataset; level of theory: ωB97M-V/def2-TZVPD.

Output
Energy above the lowest of the compared OMol25 structures with the same formula, charge and spin = 630.7 kJ/mol
Electronic energy = -1223.5330 Eh
Net charge = +1
HOMO level = -0.4467 Eh

```
54
Properties=species:S:1:pos:R:3:forces:R:3
N -3.350177 -0.511079 0.316585 -2.2 1.7 -3.0
C -2.484052 0.601620 -0.313511 0.3 0.9 2.3
C -2.346403 0.392877 -1.786680 0.5 -3.9 2.0
N -1.887001 1.398858 -2.465473 -0.3 2.7 0.8
C -2.001155 2.763401 -1.896762 0.6 1.0 -1.7
C -0.732968 3.163876 -1.050622 1.5 2.1 -0.8
C -1.402017 1.172727 -3.755421 1.7 -2.2 -3.8
O -2.450591 -0.791042 -2.126362 -0.7 1.0 -1.4
H -2.800979 -1.320677 0.443987 1.7 -0.8 1.2
H -4.004085 -0.979903 -0.434828 1.1 1.9 1.4
H -3.872514 -0.089442 1.169527 0.5 -1.4 -0.5
H -2.881815 1.673996 -0.183247 0.0 -2.4 1.0
H -1.442412 0.525748 0.240749 -2.1 0.2 -1.4
H -2.365187 3.363750 -2.870616 1.4 -0.5 2.5
H -2.781298 2.862522 -1.151044 -0.6 -0.1 -0.8
H -0.892573 3.392698 0.068869 0.1 -1.1 -1.7
H 0.207263 2.580136 -1.302264 -1.4 -0.1 0.8
H -0.332902 4.165828 -1.382278 -0.8 -0.6 0.1
H -2.167747 0.567546 -4.331522 0.9 0.5 0.6
H -0.411389 0.523300 -3.774347 -1.9 1.1 0.3
H -1.157983 2.016674 -4.453220 -0.5 -0.1 1.4
H -1.491318 -0.777689 2.659966 -0.7 0.6 -0.1
H -2.089454 -1.941925 3.311176 -1.3 1.5 -0.6
O -2.410015 -1.063731 2.919486 2.3 -2.3 0.8
H 4.984261 -2.429448 0.792472 2.2 -7.3 3.0
H 4.778846 -1.771865 -0.575288 0.1 0.1 2.8
O 4.778391 -1.675432 0.445855 -1.4 6.9 -6.1
H 2.646730 0.848155 -1.740331 1.6 2.8 1.9
H 3.285339 2.209935 -0.968452 -0.3 -0.7 -0.7
O 2.997292 1.285441 -0.870886 -0.8 -1.2 -1.5
H 0.120345 -1.758488 -0.540408 -1.2 0.3 0.2
H -1.091505 -2.526762 -1.103475 0.2 1.4 1.3
O -0.862833 -1.857217 -0.387254 0.8 -2.0 -1.1
H 2.782547 -2.505223 3.950359 1.8 0.2 2.0
H 1.322453 -3.402113 4.207638 3.4 2.7 -1.8
O 1.966757 -2.764741 3.615052 -5.3 -2.8 -0.2
H 2.204015 -1.019851 -0.276113 -1.2 -0.7 0.4
H 2.000127 -0.366240 -1.491266 -0.7 0.0 -1.4
O 1.544644 -1.039397 -1.014610 1.2 -0.3 0.7
H 2.077574 0.701075 3.363461 -0.8 -0.4 -0.9
H 3.535994 0.697045 3.852926 -1.7 0.5 0.5
O 2.595720 0.925957 4.116439 2.6 -0.1 0.5
H 0.800631 -0.926662 2.415839 -1.0 0.6 0.7
H 0.732419 0.283151 1.588794 -2.6 -1.1 2.9
O 0.172301 -0.146575 2.423069 3.5 0.6 -3.6
H -4.538705 -0.212872 3.274628 -0.3 -1.0 0.2
H -3.830410 0.997791 2.893978 -1.6 -1.0 -1.1
O -4.559906 0.380749 2.528943 1.6 2.6 0.9
H 3.422878 -0.772164 1.192335 0.8 0.8 -0.2
H 2.774418 -2.006580 1.553135 -0.9 0.4 0.1
O 2.537589 -1.074558 1.368157 -0.2 -0.9 0.9
H 3.495719 -1.484139 -3.935440 -0.4 0.3 0.3
H 2.244972 -1.234186 -4.695253 -0.4 0.1 -0.1
O 2.630172 -1.044866 -3.836455 0.9 -0.3 -0.2
```
Positions in Å, forces in eV/Å.

***

A 6-piece molecular cluster, H12O6 overall. Source: the OMol25 dataset; level of theory: ωB97M-V/def2-TZVPD.

Output
Energy above the lowest of the compared OMol25 structures with the same formula, charge and spin = 138.3 kJ/mol
Electronic energy = -458.6198 Eh
HOMO level = -0.4066 Eh
Structure (SMILES) = O.O.O.O.O.O

```
18
Properties=species:S:1:pos:R:3:forces:R:3
O -0.729610 1.656910 -4.266472 -0.5 0.1 -0.4
H -0.161320 1.171080 -3.668782 0.2 0.2 0.2
H -0.170180 2.347990 -4.620992 0.1 0.2 -0.1
O -1.689470 1.503980 2.240828 -0.1 -0.1 0.2
H -0.940650 1.469920 1.645578 0.2 -0.2 -0.5
H -1.512690 2.255930 2.806108 -0.1 0.2 0.2
O 0.939500 0.272210 -2.671912 0.1 -0.1 0.1
H 0.906070 -0.474710 -3.269592 0.0 -0.4 -0.2
H 1.724800 0.123210 -2.145282 0.2 0.1 0.3
O 2.002510 -0.841130 2.667918 0.2 -0.1 0.1
H 1.518140 -0.475450 3.408108 -0.1 0.1 0.2
H 1.621640 -0.417170 1.898878 -0.2 0.0 -0.3
O -0.397270 -2.950640 2.061168 -0.1 -0.2 -0.3
H -0.372760 -3.367300 2.922588 0.1 -0.1 0.2
H -0.656090 -2.046460 2.239208 0.0 0.3 0.0
O -0.456290 -0.008710 -0.113442 0.2 0.1 0.5
H -0.371320 0.316460 -1.009702 0.2 0.1 -0.4
H -1.255010 -0.536120 -0.124202 -0.2 -0.2 0.1
```
Positions in Å, forces in eV/Å.

***

One molecule with the formula C3H5NO3. Source: the OMol25 dataset; level of theory: ωB97M-V/def2-TZVPD.

Output
Energy above the lowest of the compared OMol25 structures with the same formula, charge and spin = 169.3 kJ/mol
Electronic energy = -397.7722 Eh
HOMO level = -0.3739 Eh
Structure (SMILES) = O=CCNC(=O)O

```
12
Properties=species:S:1:pos:R:3:forces:R:3
O -0.470868 1.638540 1.236284 0.7 0.2 0.2
C -0.942112 1.126547 0.267995 -2.4 -1.3 -0.7
C -1.062803 -0.464478 0.140556 1.4 1.8 0.5
N 0.268981 -1.040902 -0.035443 0.0 -0.5 0.8
C 1.439085 -0.511526 -0.535007 -0.4 -0.7 -1.2
O 2.434153 -1.167641 -0.660945 0.0 0.3 0.3
O 1.327132 0.785599 -0.990520 0.0 -0.3 1.0
H -1.542314 1.715585 -0.490851 0.8 -0.3 0.3
H -1.801063 -0.795918 -0.589445 0.2 0.2 -0.3
H -1.387907 -0.767262 1.136735 -0.2 0.0 -0.1
H 0.489607 -1.750882 0.649638 -0.1 -0.2 -0.4
H 1.248109 1.232337 -0.128997 0.0 0.8 -0.5
```
Positions in Å, forces in eV/Å.

***

A 2-piece molecular cluster, C6H7I overall. Source: the OMol25 dataset; level of theory: ωB97M-V/def2-TZVPD.

Output
Energy above the lowest of the compared OMol25 structures with the same formula, charge and spin = 342.8 kJ/mol
Electronic energy = -530.3354 Eh
HOMO level = -0.3537 Eh
Structure (SMILES) = C#CCC.C#CI

```
14
Properties=species:S:1:pos:R:3:forces:R:3
C 0.683102 -1.479600 1.832673 -0.1 0.4 -1.2
C 0.615221 -1.314297 0.647238 0.7 0.4 1.2
C 0.604218 -0.975574 -0.747210 -0.5 0.4 0.5
C 1.043419 0.398191 -1.206073 -1.9 0.6 -3.1
H 0.743852 -1.339006 2.854862 0.0 -0.3 1.4
H 1.231382 -1.660398 -1.265695 0.3 -0.8 -0.6
H -0.411457 -1.114870 -1.024472 -0.9 -0.3 -0.8
H 0.547188 1.347860 -0.896609 0.4 -1.1 0.7
H 0.701911 0.371773 -2.336084 1.0 0.2 1.8
H 2.099252 0.435042 -1.213400 1.1 0.6 0.2
C -1.488344 1.911578 1.208580 1.1 1.7 0.4
C -2.216651 1.049097 0.837357 -1.2 -1.7 -1.2
I -3.296287 -0.396681 -0.136230 0.5 0.8 0.8
H -0.856802 2.766883 1.445062 -0.5 -0.8 0.0
```
Positions in Å, forces in eV/Å.

***

A 2-piece molecular cluster, C3H4IN overall. Source: the OMol25 dataset; level of theory: ωB97M-V/def2-TZVPD.

Output
Energy above the lowest of the compared OMol25 structures with the same formula, charge and spin = 345.7 kJ/mol
Electronic energy = -468.9926 Eh
HOMO level = -0.3065 Eh
Structure (SMILES) = C#CN=C.I

```
9
Properties=species:S:1:pos:R:3:forces:R:3
C -0.403205 2.683175 0.842867 1.7 -5.1 -2.4
C -0.024764 1.620051 0.270421 -0.3 0.4 -0.4
N 0.439907 0.452849 -0.292192 0.6 0.8 0.5
C 0.881984 -0.489747 -1.088567 -2.9 5.4 2.5
H -0.913882 3.552302 1.121388 -0.2 0.7 0.2
H 1.465636 -1.232885 -0.720548 1.7 -2.2 1.3
H 0.659102 -0.509067 -2.107685 -0.5 0.1 -1.8
I -0.350782 -3.353103 0.858382 0.9 -0.5 -0.1
H -1.753996 -2.723575 1.115935 -0.9 0.4 0.2
```
Positions in Å, forces in eV/Å.

***

electronic energy of number 5 (H12O6)? -458.6198 Eh

***

What is the formula in the fourth record? C5H35N2O12

***

What did the third record say?
A 3-piece molecular cluster, C2H13N2O2 overall. Source: the OMol25 dataset; level of theory: ωB97M-V/def2-TZVPD.

Output
Energy above the lowest of the compared OMol25 structures with the same formula, charge and spin = 28.6 kJ/mol
Electronic energy = -343.7656 Eh
Net charge = +1
HOMO level = -0.5112 Eh

```
19
Properties=species:S:1:pos:R:3:forces:R:3
C 0.444688 -1.606841 -1.404923 0.3 -0.7 -0.6
N 1.427844 -2.359648 -0.618725 -0.3 0.0 0.0
C 0.395977 -0.217493 -0.828366 -0.2 0.6 0.3
N -0.254308 -0.370651 0.512177 0.9 -0.1 0.5
H -0.506097 -2.126796 -1.293741 -0.3 0.2 0.1
H 0.611503 -1.628059 -2.487070 0.2 0.4 0.1
H 1.281686 -3.355957 -0.714199 0.0 0.0 0.0
H 2.371245 -2.165505 -0.926958 0.1 0.0 0.0
H -0.155817 0.548087 -1.376717 0.0 -0.3 -0.1
H 1.391909 0.171345 -0.627780 0.1 0.0 -0.2
H -0.030969 0.379751 1.173971 -0.3 0.3 -0.4
H -1.266860 -0.457632 0.411769 -0.1 0.1 0.5
H 0.188963 -1.206540 0.921277 -0.3 -0.2 -0.1
H 1.981857 3.123276 1.414636 0.0 -0.2 0.1
H 0.611414 3.666993 1.155261 -0.2 -0.2 0.0
O 1.066130 2.832247 1.327124 0.0 0.2 -0.2
H -3.099551 1.037437 -0.252479 -0.2 0.1 0.1
H -3.202888 1.514420 1.202417 0.0 -0.1 0.0
O -2.742959 0.889242 0.630243 0.1 0.0 -0.2
```
Positions in Å, forces in eV/Å.

***

Which formula does entry 6 have? C3H5NO3